[1]
12
Properties=species:S:1:pos:R:3:forces:R:3 method="wB97M-V/def2-TZVPD" largest_force_ev_per_a=3.689 multiplicity=2 charge=+1 homo_lumo_gap_ev="5.039 / 5.695" energy_ev=-104007.141 relative_energy_kcal_mol=0.00
O 25.01242 -0.74976 21.75949 -0.703 0.436 2.045
V 24.25529 -0.44979 23.06413 -1.726 -0.678 -3.190
Br 21.82363 -0.66384 22.30154 2.451 0.420 1.150
O 19.35228 -1.98589 24.72892 -0.013 0.055 -0.028
H 19.91222 -2.44040 25.36396 -0.025 -0.070 0.052
H 19.94979 -1.49303 24.16149 -0.017 -0.017 0.048
O 21.73938 -3.54258 20.32808 -0.018 -0.033 0.087
H 21.70935 -2.71959 20.82246 0.015 -0.092 -0.107
H 22.66654 -3.69079 20.12295 0.028 -0.035 -0.107
O 22.96378 1.18575 19.31959 0.284 -0.077 0.357
H 22.33453 0.59073 19.73603 -0.182 0.010 -0.166
H 22.71389 2.06553 19.61795 -0.095 0.079 -0.141

***

[2]
7
Properties=species:S:1:pos:R:3:forces:R:3 method="wB97M-V/def2-TZVPD" largest_force_ev_per_a=2.344 smiles="C1=[N+]=COO1" charge=+1 homo_lumo_gap_ev=11.605 energy_ev=-7679.765 relative_energy_kcal_mol=77.88
C -0.15465 -1.06076 -0.01107 -2.064 0.968 -0.544
N -0.99300 -0.00232 -0.06504 0.945 -0.024 0.958
C -0.16650 1.04608 0.02268 -0.961 -0.366 -0.665
O 1.09068 0.70190 -0.06336 0.270 0.295 0.788
O 1.09334 -0.67730 -0.00222 0.665 -1.374 -0.270
H -0.51636 -2.15638 -0.02050 1.183 1.771 0.067
H -0.35351 2.14878 0.13951 -0.038 -1.270 -0.334

***

[3]
28
Properties=species:S:1:pos:R:3:forces:R:3 method="wB97M-V/def2-TZVPD" largest_force_ev_per_a=4.939 homo_lumo_gap_ev=6.436 energy_ev=-164125.657
C 2.15111 -1.34716 4.06605 -0.383 -0.092 0.388
C 2.66467 -0.24806 3.14177 -0.221 -0.635 0.301
N 1.95155 -0.26004 1.87704 -3.913 -1.634 -1.494
C 2.13435 0.57148 0.80438 -0.543 -0.570 -0.517
C 1.14262 0.30098 -0.09829 0.670 0.767 -0.946
N 0.30401 -0.70172 0.34085 3.531 2.596 2.276
C 0.75859 -0.97436 1.59868 1.228 0.391 -0.499
C -0.74786 -1.29106 -0.40926 -1.398 -1.492 -0.306
H 2.03247 -2.31846 3.58585 0.265 0.092 -0.340
H 1.16711 -1.10715 4.46883 0.008 0.154 0.089
H 2.81485 -1.53110 4.91087 0.062 0.331 -0.071
H 3.71901 -0.44226 2.94494 -0.003 0.399 -0.118
H 2.47712 0.75232 3.53188 0.480 -0.125 0.399
H 2.98022 1.23184 0.68269 -0.151 -0.061 0.180
H 1.05124 0.79699 -1.05328 -0.306 -0.473 -0.320
H 0.22043 -1.63418 2.26310 0.425 -0.011 0.017
H -0.86414 -0.99964 -1.45312 0.798 0.878 0.033
H -1.69155 -1.10894 0.10492 -0.010 -0.339 0.016
H -0.49125 -2.34572 -0.50905 -0.457 -0.165 0.285
Cl 0.67325 -0.48788 -3.78498 -0.278 0.065 0.601
Br -1.56041 2.86433 -1.93141 -1.316 -0.565 -0.530
C -3.21868 2.01880 -2.76455 0.000 -0.419 0.588
C -2.84424 1.25324 -3.99123 0.034 0.548 -0.475
Br -4.53979 0.55108 -4.73165 0.405 0.038 0.172
H -3.98135 2.75998 -3.00352 0.487 0.356 0.284
H -3.65427 1.30103 -2.06945 0.277 0.395 0.489
H -2.16734 0.42088 -3.79867 0.060 0.152 -0.309
H -2.48172 1.97478 -4.72338 0.248 -0.581 -0.194

***

[4]
9
Properties=species:S:1:pos:R:3:forces:R:3 method="wB97M-V/def2-TZVPD" largest_force_ev_per_a=2.503 homo_lumo_gap_ev=5.349 energy_ev=-23578.110 relative_energy_kcal_mol=3.95
C -0.53617 0.66992 -0.88061 -1.208 -0.643 2.096
C 0.67729 -0.21317 -0.92602 -0.128 -0.179 -0.354
H 0.62321 -1.15914 -1.48559 0.138 0.248 -0.007
H -1.37768 0.76334 -1.56220 0.424 0.299 0.023
H 1.62351 0.32287 -1.11296 -0.176 -0.384 0.044
O -1.09340 0.59818 1.66050 -0.507 -0.226 -0.979
C -0.63027 0.35152 0.51854 1.004 0.704 -0.672
O 0.54009 -0.48552 0.49902 0.503 -0.020 0.387
K 0.17341 -0.84801 3.28934 -0.049 0.202 -0.537